The following is a quantum chemistry calculation of a molecular structure, C24H33N5O2Si2, from the OMol25 dataset.

```
66
Properties=species:S:1:pos:R:3:mulliken_charge:R:1
C 6.17939 2.92121 2.88082 -0.986
Si 4.92731 4.03108 2.04919 0.423
O 5.60521 4.69880 0.68174 -0.202
Si 4.73749 4.63940 -0.75051 0.450
C 5.07758 3.05686 -1.68922 -0.820
C 5.01512 1.76761 -0.88214 -0.386
C 3.60790 1.40957 -0.44798 0.525
N 3.51462 0.40765 0.50322 -0.410
O 2.62530 1.92327 -0.94808 -0.602
H 6.70798 2.35586 2.11705 0.287
H 5.66598 2.21397 3.52708 0.312
H 6.90884 3.48103 3.45458 0.332
H 4.46510 5.07745 2.98390 -0.187
H 3.75536 3.21905 1.64989 -0.091
H 3.30808 4.87803 -0.47396 -0.091
H 5.22503 5.76576 -1.57896 -0.242
H 6.08153 3.15553 -2.10007 0.395
H 4.38669 3.02155 -2.52682 0.361
H 5.69138 1.78125 -0.03125 0.034
H 5.35519 0.93986 -1.50838 0.400
H 4.38763 0.20779 0.96306 0.277
H 2.74497 0.54889 1.14426 0.235
N 0.58575 -0.06019 1.64090 -0.101
C -0.52516 -0.14174 0.91287 -0.371
C -1.79314 -0.28858 1.45487 -0.428
C -1.91069 -0.35916 2.83401 -0.337
C -0.76425 -0.28272 3.60817 -0.479
C 0.45379 -0.13078 2.96457 -0.388
H -0.38488 -0.07977 -0.16126 0.485
H -2.65754 -0.33269 0.81128 0.484
H -2.88156 -0.47517 3.29821 0.415
H -0.81122 -0.34305 4.68683 0.412
H 1.37573 -0.06795 3.53495 0.325
N -0.41846 -5.77063 4.17705 -0.567
C -1.47474 -6.04045 3.41500 -0.194
C -1.89143 -5.23604 2.36445 -0.470
C -1.17172 -4.08473 2.09141 -0.251
C -0.06939 -3.78824 2.87615 -0.174
C 0.26324 -4.66164 3.90030 -0.359
H -2.01219 -6.94959 3.66140 0.345
H -2.75741 -5.50815 1.77674 0.365
H -1.46293 -3.42790 1.28184 0.507
H 0.51984 -2.90005 2.69725 0.441
H 1.12049 -4.46670 4.53566 0.354
N -3.75885 1.21351 -0.75711 -0.221
C -4.80102 0.95287 -1.54313 -0.416
C -5.16966 1.74524 -2.61847 -0.454
C -4.41751 2.87729 -2.88721 -0.206
C -3.33118 3.16468 -2.07671 -0.639
C -3.04382 2.30282 -1.02957 -0.155
H -5.36188 0.05716 -1.29843 0.484
H -6.02138 1.47847 -3.22848 0.387
H -4.67200 3.52360 -3.71703 0.391
H -2.71549 4.03564 -2.25166 0.379
H -2.19806 2.48708 -0.37525 0.415
N -4.71362 -3.73681 -3.31242 -0.544
C -4.22492 -2.62963 -2.76023 -0.309
C -3.43167 -1.71611 -3.43739 -0.124
C -3.12425 -1.96839 -4.76399 -0.486
C -3.62388 -3.11739 -5.35434 -0.249
C -4.41101 -3.96405 -4.58773 -0.278
H -4.48394 -2.46998 -1.71855 0.458
H -3.06405 -0.83195 -2.93449 0.436
H -2.50625 -1.28134 -5.32733 0.390
H -3.40937 -3.35564 -6.38688 0.364
H -4.82197 -4.87259 -5.01367 0.350
```

Properties
- 2S+1: 1
- HOMO-LUMO gap: 10.155 eV

---

The following is a quantum chemistry calculation of C6H4ClN2O5P in the gas phase, from the OMol25 dataset.

```
19
Properties=species:S:1:pos:R:3:mulliken_charge:R:1
C 2.23499 0.28305 0.65160 -0.226
C -3.11100 0.65366 -0.27102 -0.409
C 2.30533 1.47693 0.16448 -0.380
C -2.28912 1.16955 0.63700 -0.129
C 1.10706 0.34922 -1.27066 0.554
C -1.57486 -0.72658 0.09178 0.709
N 1.51564 -0.49616 -0.27326 0.154
N -2.61008 -0.60340 -0.63746 -0.500
O 0.43492 0.03296 -2.22774 -0.554
O -0.79029 -1.81314 0.19362 -0.346
O 1.32489 -2.46948 1.52518 -0.617
O 1.59784 1.54390 -0.95465 -0.331
O -1.30656 0.36708 0.87397 -0.259
P 0.83407 -1.98071 0.21840 0.874
Cl 1.09716 -3.10774 -1.32983 -0.163
H 2.74120 -0.19837 1.54799 0.370
H -3.98282 1.19047 -0.67905 0.340
H 2.80292 2.42142 0.43549 0.422
H -2.33128 1.90733 1.30418 0.491
```

Properties
- 2S+1: 1
- Relative energy (zero: lowest compared OMol25 entry of this formula, charge and spin): 0.000 eV
- HOMO-LUMO gap: 10.091 eV
- SMILES: O=c1occn1[P@](=O)(Cl)Oc1ncco1

---

The following is a quantum chemistry calculation of 5 unconnected molecules or ions with the total composition C2H12NO3S, from the OMol25 dataset.

```
19
Properties=species:S:1:pos:R:3:mulliken_charge:R:1
C 0.22238 -0.29626 -0.81043 -0.909
C -0.15224 -1.05204 0.45702 -0.261
S -0.14524 -2.82807 0.26450 -0.279
N 0.40841 1.39985 1.73757 -0.420
H -0.51701 -0.45511 -1.59189 0.288
H 1.20490 -0.63366 -1.14847 0.292
H -1.06008 -0.68579 0.93579 0.295
H 0.65498 -0.69099 1.20207 0.309
H 0.42335 1.78945 2.67451 0.254
H 0.27370 0.73818 -0.53935 0.348
H -0.59348 1.59176 1.48532 0.238
H -2.60466 2.16926 0.31448 0.158
O -1.92591 1.55905 0.63106 -0.814
H -1.66670 -2.28280 -2.64154 0.311
H -0.59912 -2.95324 -1.65851 0.250
O -0.88747 -2.83805 -2.59724 -0.625
H 3.35936 1.76644 0.04793 0.171
H 1.18795 1.73762 1.09756 0.323
O 2.41688 1.96441 0.13962 -0.928
```

Properties
- 2S+1: 1
- Total charge: -1
- Relative energy (zero: lowest compared OMol25 entry of this formula, charge and spin): 7.711 eV
- HOMO-LUMO gap: 3.574 eV

---

The following is a quantum chemistry calculation of a molecular structure, C27H34N7O2PS6Ti, from the OMol25 dataset.

```
78
Properties=species:S:1:pos:R:3:mulliken_charge:R:1
Ti -1.45383 1.08589 -0.00323 0.271
C -1.03465 2.58803 4.16241 -2.203
C -0.91152 2.32868 2.69653 0.508
N -1.67763 1.40411 2.07704 1.232
N -2.61407 0.75541 2.84143 -0.778
C -3.50746 -0.04513 2.28623 0.659
N -4.38978 -0.66902 3.13082 -0.534
S -3.56231 -0.32324 0.61812 -0.491
C -0.00183 2.98519 1.84426 0.967
C 0.87121 4.02597 2.23792 -1.226
C 1.67479 4.62766 1.30843 -0.713
C 1.64114 4.20434 -0.02747 -1.490
C 0.78781 3.17882 -0.35450 -0.072
N -0.01046 2.57414 0.53601 0.917
H -0.89893 1.67020 4.75047 0.457
H -2.01007 3.01543 4.42254 0.377
H -0.27537 3.28201 4.50855 0.394
H -2.61290 0.90369 3.84128 0.300
H -4.61563 -0.20943 4.00004 0.210
H -5.18471 -1.07090 2.66182 0.274
H 0.89098 4.36482 3.26356 0.275
H 2.33273 5.43354 1.60963 0.449
H 2.26539 4.65328 -0.78570 0.517
H 0.72825 2.80114 -1.36847 0.590
S -0.94297 5.91040 -5.26490 -0.278
C -1.27325 4.73707 -4.15663 0.095
S -0.75986 3.09537 -4.31556 -0.059
C -1.46723 2.47460 -2.84400 -0.172
C -2.13672 3.36883 -2.08643 0.303
S -2.92699 2.99269 -0.57912 -0.430
S -2.17807 5.00175 -2.71156 -0.094
S -1.28285 0.78664 -2.42390 -0.510
C -1.69330 -5.59569 -2.31622 -0.790
N -0.40511 -4.85017 -1.98885 0.076
C -0.08496 -5.04624 -0.49432 -0.799
N -1.19546 -4.69274 0.31600 0.122
C -2.38721 -5.42486 -0.07718 -0.968
N -2.75788 -5.18707 -1.46814 0.156
C -3.15816 -3.78485 -1.69961 -1.242
P -1.82897 -2.51595 -1.34113 0.768
C -0.52728 -3.38855 -2.33118 -0.965
C -1.41676 -3.23740 0.32449 -0.585
H -1.47940 -6.65689 -2.17587 0.364
H -1.91702 -5.39323 -3.36345 0.383
H 0.35811 -5.25460 -2.53009 0.345
H 0.77345 -4.40940 -0.28137 0.433
H 0.16232 -6.10374 -0.38466 0.351
H -3.21333 -5.12268 0.56456 0.391
H -2.21012 -6.49554 0.05570 0.306
H -4.02109 -3.56364 -1.06907 0.373
H -3.49018 -3.68771 -2.73589 0.462
H 0.43075 -2.91205 -2.12965 0.494
H -0.76860 -3.31732 -3.39316 0.477
H -2.25126 -3.00770 0.98797 0.601
H -0.53092 -2.74078 0.70467 0.185
C 5.40182 3.08085 0.19346 -1.510
C 4.32725 2.03122 0.11643 0.584
C 3.94383 1.48280 -1.09729 -1.094
C 2.92179 0.54182 -1.18578 0.812
C 2.51026 -0.00046 -2.52938 -1.487
C 2.26908 0.15719 -0.01610 0.814
C 2.64946 0.67710 1.22496 1.051
C 1.98362 0.21778 2.49597 -1.605
C 3.67705 1.60690 1.27027 -0.619
C 1.10668 -0.79201 -0.10737 -0.247
O 1.29861 -1.97681 -0.39413 -0.628
O -0.03411 -0.33098 0.26027 -0.088
H 5.83259 3.27867 -0.78752 0.387
H 6.20756 2.77514 0.86326 0.363
H 4.99545 4.01902 0.57855 0.288
H 4.43433 1.81016 -2.00800 0.261
H 2.98922 0.56254 -3.33064 0.368
H 1.42710 0.06220 -2.66828 0.164
H 2.79367 -1.04856 -2.62433 0.297
H 0.90863 0.39188 2.46202 0.170
H 2.39878 0.74300 3.35645 0.370
H 2.13577 -0.85449 2.64817 0.353
H 3.97073 2.02185 2.22984 0.315
```

Properties
- 2S+1: 1
- Relative energy (zero: lowest compared OMol25 entry of this formula, charge and spin): 0.880 eV
- HOMO-LUMO gap (spin up / spin down): 4.677 / 4.630 eV

---

The following is a quantum chemistry calculation of 9 unconnected molecules or ions with the total composition C26H55FO11, from the OMol25 dataset.

```
93
Properties=species:S:1:pos:R:3:mulliken_charge:R:1
C -1.01113 4.04827 -2.01236 -0.218
C -0.30099 4.43907 -3.20401 0.169
O 0.66376 3.37663 -3.36990 -0.251
C 0.84325 2.83029 -2.26392 0.543
O 1.85462 2.27413 -1.95272 -0.539
O -0.00622 3.29564 -1.33865 -0.212
F 0.38400 5.61873 -2.98993 -0.299
H -1.91161 3.47713 -2.23831 0.148
H -1.24423 4.88251 -1.35069 0.288
H -0.98061 4.46574 -4.05577 0.345
C -0.42210 2.65579 4.90543 -0.555
C -1.13352 3.74075 4.21182 -0.465
C -2.19220 3.08353 3.35146 -0.451
O -2.29250 1.71640 3.81966 -0.402
C -0.97247 1.37974 4.19205 -0.092
H -0.54039 2.50045 5.97781 0.239
H 0.65457 2.66793 4.73597 0.338
H -0.49806 4.23339 3.47589 0.239
H -1.53257 4.54108 4.83497 0.285
H -1.89544 2.85870 2.32701 0.148
H -3.15484 3.56890 3.19070 0.431
H -0.41622 1.09386 3.29934 -0.028
H -1.07979 0.55985 4.90225 0.332
C -4.24543 0.26208 0.15129 0.425
C -4.85170 0.99210 1.41326 -0.135
C -6.20736 1.48424 1.06893 -0.480
O -6.27019 1.39310 -0.43527 -0.504
C -5.00618 0.99038 -0.97097 -0.184
H -4.43587 -0.81037 0.11059 -0.142
H -3.27549 0.57648 -0.23402 -0.095
H -4.17603 1.80539 1.67806 -0.261
H -4.73777 0.25438 2.20755 0.500
H -6.32980 2.50486 1.43149 0.297
H -6.98971 0.85255 1.48963 0.243
H -4.51917 1.87068 -1.39047 0.183
H -5.28024 0.27632 -1.74757 0.107
C 6.92789 1.51199 -0.65302 -0.658
C 5.71342 1.56870 -1.62344 -0.667
C 4.48525 1.74504 -0.67955 0.152
O 4.92988 1.52293 0.61437 -0.436
C 6.19161 0.97852 0.58375 -0.279
H 7.37786 2.42433 -0.26154 0.247
H 7.73852 0.86680 -0.99171 0.367
H 5.85478 0.57533 -2.04926 0.292
H 5.76926 2.36729 -2.36321 0.366
H 3.79607 0.91708 -0.84569 -0.123
H 4.17973 2.78978 -0.73674 0.310
H 6.02134 -0.09772 0.55472 0.082
H 6.62238 1.16033 1.56837 0.373
C -3.57171 -2.15462 -3.69780 -0.681
C -4.44817 -3.24694 -3.04744 -0.635
C -3.85558 -3.49370 -1.71804 -0.194
O -2.48323 -3.03665 -1.86341 -0.282
C -2.45506 -1.91111 -2.62064 0.518
H -4.18196 -1.27430 -3.89965 0.358
H -3.12187 -2.43263 -4.65092 0.311
H -4.38650 -4.11527 -3.70340 0.246
H -5.46329 -2.85589 -2.97873 0.342
H -3.96030 -4.49931 -1.31073 0.390
H -4.28260 -2.74303 -1.05304 -0.061
H -1.45659 -1.81244 -3.04654 0.079
H -2.62096 -0.99255 -2.05777 -0.362
C 3.35952 -3.27118 3.25995 -0.592
C 2.91334 -2.10122 2.47275 0.713
C 3.77167 -2.03281 1.18934 -0.107
O 4.94961 -2.71670 1.57593 -0.473
C 4.62460 -3.78859 2.49848 -0.461
H 2.60403 -3.99550 3.56445 0.423
H 3.75363 -2.83325 4.17700 0.184
H 2.99903 -1.20509 3.08732 0.360
H 1.89087 -2.24724 2.12441 -0.860
H 3.73636 -1.02349 0.77932 0.049
H 3.28315 -2.54934 0.36312 0.264
H 5.53034 -3.92966 3.08827 0.252
H 4.55174 -4.62995 1.80934 0.284
C -0.64821 -3.68012 1.29539 -0.372
O -0.25124 -4.17884 0.01863 -0.654
H 0.07600 -2.95630 1.66915 -0.031
H -1.70432 -3.42299 1.21393 0.218
H -0.64341 -4.58001 1.91044 0.277
H -1.01644 -4.05300 -0.54727 0.455
C 1.29053 -0.80556 -4.30000 -0.340
O 0.86331 -2.03149 -3.75290 -0.529
H 0.66482 -0.03840 -3.84387 0.004
H 2.32703 -0.59993 -4.03267 0.253
H 1.12931 -0.74137 -5.37610 0.329
H 0.89918 -1.82994 -2.81498 0.281
C 0.49700 -0.35194 -0.25312 0.331
O 0.92825 -1.61006 -0.87970 -0.258
H 0.43784 -0.28090 0.83295 0.215
H 1.26957 0.29891 -0.66256 -0.302
H -0.42905 0.06369 -0.65034 -0.073
H 0.53139 -2.40039 -0.50624 0.153
```

Properties
- 2S+1: 1
- HOMO-LUMO gap: 8.929 eV
- SMILES: O=C1OC[C@@H](F)O1.C1CCOC1.C1CCOC1.C1CCOC1.C1CCOC1.C1CCOC1.CO.CO.CO

---

Number 1: energy -1937.6536 hartree. Number 2: energy -1518.3593 hartree. Number 3: energy -761.8401 hartree. Number 4: energy -5163.0723 hartree. Number 5: energy -1950.9128 hartree.